The following is a DFT calculation (wB97M-V/def2-TZVPD) of a cluster of 3 separate species, C16H26BFN3O11 in total in a non-equilibrium geometry.

The geometry in XYZ format:
```
58
C16H26BFN3O11 | OMol25 | wB97M-V/def2-TZVPD
N -2.47956 2.33749 -2.55253
C -1.59909 1.87993 -3.69841
C -0.14406 1.23642 -3.19454
O 0.74406 1.20060 -4.37627
C -0.48509 -0.25316 -2.59190
C 0.86473 -1.09555 -2.19666
C 2.28896 -0.31533 -1.95979
C 1.94258 0.29685 -0.45571
C 1.05029 -0.90141 0.24727
C 0.83532 -1.19905 1.84504
O -0.29838 -0.69219 2.40442
N 1.75150 -2.00908 2.74260
C 1.43187 -1.48417 4.15822
O 0.52955 -2.10754 4.96564
F 2.11754 -0.26344 4.72121
N 0.51015 -1.62102 -0.78983
C -0.36312 -2.85522 -0.83856
B -1.82239 -2.70881 -0.09463
O -1.99507 -3.50081 1.17445
O -2.96040 -1.87899 -0.54494
H -2.01622 3.13363 -2.02303
H -2.72848 1.55098 -1.90201
H -2.11390 1.00140 -4.31845
H -1.34398 2.81052 -4.39404
H 0.36361 1.93108 -2.38784
H 1.06308 2.16601 -4.46588
H -1.10295 -0.07740 -1.59549
H -1.15912 -0.91980 -3.30541
H 1.01501 -1.95721 -3.00727
H 2.66062 0.47437 -2.75892
H 3.17173 -1.11613 -2.02579
H 1.24252 1.23488 -0.48524
H 2.98807 0.35739 0.06743
H 1.33313 -2.98414 2.73506
H -0.58547 -3.05993 -1.99225
H 0.24319 -3.81346 -0.46668
H -1.12498 -4.01091 1.33835
H -2.83883 -0.95784 -0.11903
C -5.40229 -2.17725 2.18753
C -4.50680 -1.36227 3.06325
O -4.72753 -0.03916 2.61292
C -5.95935 -0.02039 2.02477
O -6.54117 0.99365 1.67710
O -6.45512 -1.28372 1.87753
H -5.78539 -3.06624 2.69603
H -4.91236 -2.48265 1.25705
H -4.78428 -1.42696 4.12066
H -3.45445 -1.63863 2.95440
C 5.11691 3.08635 1.72339
C 5.44752 4.19623 0.77901
O 5.57409 3.53688 -0.46652
C 4.85127 2.38205 -0.37953
O 4.60174 1.65286 -1.32488
O 4.44359 2.15052 0.90253
H 4.47365 3.41557 2.54404
H 6.01125 2.61164 2.14040
H 4.64431 4.93716 0.70701
H 6.37799 4.70542 1.04474
```

Computed properties:
E = -1741.4542 a.u.
Highest occupied orbital energy = -11.796 eV
M = 466.20 g/mol
Net charge = +1

These are the Mulliken partial charges, in e, on atoms 1 to 5: number 1, N, carries -0.53; number 2, C, carries -0.54; number 3, C, carries 0.28; number 4, O, carries -0.56; number 5, C, carries -0.33